[1]
Here is a molecular structure, C18H48BrN4O7V from the OMol25 dataset. Energies are from wB97M-V/def2-TZVPD.

Geometry as ORCA input:
```
! wB97M-V def2-TZVPD RIJCOSX def2/J DEFGRID3
* xyz 0 1
O -0.879 5.011 -0.152
H 1.356 -1.649 2.681
H 3.110 2.113 -0.858
C -1.122 6.034 -1.088
H 0.800 -0.622 -5.637
H 4.283 -0.122 -3.686
H 3.701 -5.602 2.057
C -2.598 3.379 2.702
H -4.114 -4.008 0.615
O 2.172 0.933 1.732
H -0.894 2.891 1.513
H 0.653 0.368 -4.220
H 0.980 -3.066 -0.513
O -5.880 -3.163 -0.008
H 2.880 -2.057 0.290
H -6.098 -3.997 -1.885
C -6.307 -4.209 -0.826
C -4.477 -3.109 0.101
H 1.840 1.470 -2.849
H -3.283 4.197 2.952
H 1.867 -0.886 -2.391
H -4.200 0.245 0.945
H 1.177 -5.125 0.782
H -4.613 -2.026 1.945
H -2.598 3.911 -0.057
H 3.188 -0.741 -1.504
H -2.306 2.938 3.653
C -4.125 -1.918 0.976
H -7.386 -4.352 -0.786
H -5.819 -5.159 -0.584
H -3.222 2.643 2.179
H 3.219 0.110 3.311
H 4.609 1.608 -1.635
H 3.642 2.363 1.268
C 1.748 -4.235 1.076
C -1.983 4.562 0.587
H -2.314 -1.089 1.635
H 3.145 2.281 2.979
H 3.005 -2.211 2.571
H 1.511 0.968 -5.701
H -3.988 -3.020 -0.875
H -1.860 5.673 -1.821
N 1.998 -1.784 0.718
H -5.534 -0.571 0.020
O 0.577 1.549 -0.455
H 3.882 -0.175 1.714
H 1.771 -4.310 2.172
C 1.120 -2.952 0.565
C 2.804 2.176 1.944
H -3.973 -0.416 -0.648
H -1.040 5.498 2.820
H -1.536 6.944 -0.643
H 3.718 1.342 -4.443
O 2.585 -0.423 -4.655
C 2.726 0.880 -2.594
C 2.293 -1.497 2.143
N -2.669 -1.966 1.269
H -0.184 6.204 -1.608
C -4.476 -0.596 0.307
N -0.547 4.643 2.589
H 0.117 -2.854 0.983
H -2.696 5.329 0.923
V 0.750 0.047 0.025
O 3.050 -4.311 0.510
C 1.332 0.116 -5.037
H -2.212 -2.011 0.353
H 3.341 -6.329 0.482
Br -0.948 -1.285 -1.839
H 2.041 2.944 1.819
O -0.293 -0.158 1.158
H 0.276 4.858 2.038
N 2.323 -0.244 -1.728
C -1.439 3.788 1.795
C 2.941 -0.143 2.286
H 3.597 2.855 -2.329
H 4.779 -5.374 0.604
C 3.566 1.887 -1.822
C 3.762 -5.444 0.981
C 3.375 0.456 -3.896
*
```

Values from the calculation:
**Energy relative to the best compared isomer or geometry (same formula, charge and spin)**: 0.00 kcal/mol
**HOMO level**: -0.30603 Ha
**Largest force on an atom**: 2.234 eV/Å

Results of the Mulliken charge analysis, in e, for atoms 1 through 2:
1. O -0.192
2. H 0.405

[2]
Here is 6 unconnected molecules or ions with the total composition C18H48ClF2N7O16P2S2 from the OMol25 dataset. Energies are from wB97M-V/def2-TZVPD.

Geometry as ORCA input:
```
! wB97M-V def2-TZVPD RIJCOSX def2/J DEFGRID3
* xyz -2 1
H -19.695 -13.103 -14.842
H -25.046 -21.111 -9.321
H -24.667 -21.445 -6.521
Cl -20.121 -15.603 -7.464
H -24.963 -16.452 -0.860
H -23.761 -21.513 -5.064
H -24.519 -13.097 -0.720
H -21.562 -11.855 -2.973
P -23.071 -14.418 -3.217
C -19.215 -18.927 -3.607
O -21.404 -16.125 -7.800
H -25.904 -14.992 -3.045
H -22.884 -22.164 -2.026
C -22.438 -22.563 -2.937
O -24.198 -17.532 -11.201
C -23.970 -16.104 -1.145
P -24.864 -18.563 -6.818
N -25.253 -15.561 -9.726
O -19.892 -21.373 -2.219
H -28.482 -17.801 -7.190
C -25.561 -20.199 -9.018
O -24.299 -15.320 -12.180
H -22.949 -11.029 -3.391
O -20.479 -19.696 -3.760
N -26.605 -18.602 -6.521
H -25.012 -15.971 -4.277
H -28.304 -19.153 -5.277
O -26.994 -17.252 -10.841
O -22.993 -14.376 -4.690
H -25.861 -19.718 -9.949
C -22.572 -11.679 -2.601
H -25.408 -21.275 -4.837
C -19.188 -17.219 -11.280
C -24.681 -12.625 -1.689
S -24.342 -16.138 -11.008
C -19.296 -15.019 -12.380
H -23.267 -22.907 -3.556
H -27.456 -18.412 -8.429
H -18.374 -19.619 -3.654
C -23.727 -19.134 -4.327
C -24.607 -21.005 -5.526
O -24.381 -17.097 -6.773
F -22.965 -15.672 -10.141
H -27.384 -17.910 -4.725
N -24.088 -15.558 -2.479
N -24.608 -19.310 -8.354
H -19.173 -18.164 -4.384
H -23.607 -15.360 -0.436
O -21.796 -21.507 -3.643
C -20.727 -15.499 -3.304
H -19.493 -16.938 -10.272
H -17.955 -13.382 -14.542
H -25.896 -16.742 -2.950
C -18.956 -13.444 -14.116
H -20.374 -14.944 -4.173
H -18.099 -17.249 -11.261
H -21.195 -16.432 -3.618
H -23.213 -19.588 -9.881
H -22.511 -11.119 -1.668
N -21.474 -14.634 -2.534
O -19.417 -16.395 -6.437
N -23.512 -12.842 -2.528
F -27.645 -15.413 -9.380
N -24.280 -19.633 -5.616
H -23.279 -16.945 -1.193
H -19.621 -18.178 -11.566
O -19.322 -14.757 -13.695
O -20.434 -14.306 -6.850
H -21.589 -14.702 -0.373
H -26.508 -20.314 -8.492
H -23.791 -19.963 -3.622
H -25.499 -13.130 -2.203
H -22.807 -20.226 -8.332
O -19.288 -15.437 -8.564
H -19.166 -18.340 -2.690
O -26.921 -14.852 -11.460
H -26.733 -19.489 -4.627
H -24.509 -18.469 -3.961
H -19.820 -15.823 -2.793
C -20.620 -20.897 -3.114
O -19.638 -16.274 -12.353
H -25.011 -11.634 -1.376
H -19.960 -14.438 -1.204
S -26.525 -15.864 -10.522
C -25.295 -15.877 -3.229
H -18.945 -12.681 -13.338
H -21.048 -13.157 -1.221
H -21.884 -23.458 -2.655
C -27.266 -18.825 -5.306
O -19.020 -14.288 -11.413
H -22.736 -18.682 -4.361
H -22.751 -18.417 -8.605
C -23.257 -19.360 -8.816
C -21.033 -14.247 -1.192
C -27.439 -17.839 -7.502
H -27.004 -16.884 -7.797
*
```

Values from the calculation:
**Energy relative to the best compared isomer or geometry (same formula, charge and spin)**: 110.36 kcal/mol
**HOMO level**: -0.11469 Ha
**Largest force on an atom**: 9.117 eV/Å

Results of the Mulliken charge analysis, in e, for atoms 1 through 2:
1. H 0.262
2. H 0.404

Number 1: frontier orbital gap 8.4 eV. Number 2: frontier orbital gap 6.8 eV.